Record 1
Entry from the Open Molecules 2025 dataset: C43H46N4O2PRuSi2 as an isolated structure at a distorted geometry (ωB97M-V/def2-TZVPD).

```
! RIJCOSX wB97M-V def2-TZVPD def2/J DEFGRID3
* xyz 0 2
H 3.92616 2.89089 0.26056
H 1.41527 -3.78522 -1.93481
H 4.53084 -2.25953 -1.88657
H 4.82247 1.04604 -1.66897
H -2.77691 -6.17902 -2.74753
C 1.91442 -0.16216 4.14018
C 0.20877 3.37224 -1.08468
Ru -1.42038 -0.35679 -0.55302
H -0.50618 3.43568 5.21980
N -2.49511 -1.67309 -1.67354
C -0.58299 3.05794 0.02186
C -1.02573 -4.69040 -0.26863
H 4.75250 -3.60081 -0.76529
C -1.61337 1.76548 -2.75004
C -2.36845 -5.39328 -2.12327
C 2.46114 -3.82534 0.98533
H -5.05788 3.38034 -0.04079
H -1.82084 1.60114 6.24786
C 0.02696 0.06003 -3.07499
C 3.33691 2.24773 0.92482
C -4.76790 2.47282 -0.55551
C -0.51884 -2.51737 1.52122
H -2.06819 3.84066 1.36908
C 0.18030 4.63603 -1.65778
H -3.32470 -3.80306 -3.21401
C -0.55130 2.58053 3.25343
H -5.44068 0.51195 -3.24295
C -1.42700 4.05403 0.52174
O -1.03726 -3.38070 2.20887
H 2.34958 -2.48793 -2.69466
C -3.60507 -1.21801 -2.27446
H 2.37402 0.55888 4.80328
H 2.30415 2.60566 0.89827
H 0.04312 3.37760 2.81780
H -0.36960 -4.93783 0.55827
C 4.45138 -2.54837 -0.83681
C -1.74406 0.50790 3.03424
H -1.79285 3.21857 -4.31986
H 1.24106 -1.52937 5.64698
C -3.77336 1.67408 -0.02459
C -0.64946 5.62014 -1.13732
H -0.02895 2.18084 -5.73089
H -2.12784 6.07805 0.35292
C -4.99395 0.89024 -2.33163
C -2.68040 -4.06689 -2.39098
H -2.37480 2.25689 -2.15384
C -2.03346 0.52997 4.39788
N -0.81479 -2.24944 0.25315
Si 2.65812 -2.45817 -0.26386
C 3.84298 0.59509 -1.47101
C -2.17417 -3.05226 -1.57689
H 4.83806 0.27676 2.44010
H 2.84515 -4.74332 0.52731
H 3.07480 1.25468 -1.89443
C -0.85318 2.60956 4.60826
C 1.71470 -2.73780 -1.83737
C -1.33554 -3.36442 -0.52232
C -3.99745 0.14966 -1.73589
C 1.98568 0.02268 2.77974
H 5.18377 -1.96535 -0.28177
C 4.95893 -0.13544 1.43321
C 1.24402 -1.26700 4.59606
O -4.32979 -1.75353 -3.09719
H -3.27610 1.92668 0.90146
H 3.79348 -0.35570 -2.00770
C 0.36749 0.61191 -4.30947
H -6.15341 2.69199 -2.18238
C -1.54049 -5.70731 -1.05825
H 0.80171 4.84905 -2.52048
P -0.49787 1.35330 0.68244
H 0.80485 -2.14214 -1.89994
C -0.96246 0.62405 -2.27075
C -0.99880 1.53026 2.43210
C 0.52827 -2.00268 3.67108
H -2.11946 -0.30036 2.41933
C -1.27997 2.32308 -3.98296
H 1.35002 -0.41101 -0.22330
H -2.60962 -0.27791 4.83898
N -3.39058 0.53633 -0.60887
C 0.55785 -1.72063 2.31746
H -1.29359 -6.74056 -0.83910
H 0.84002 2.60367 -1.51512
C -1.59163 1.57978 5.18833
N 1.43403 -0.80512 1.87144
H 2.49259 0.88233 2.36770
H 5.92044 0.22578 1.04917
H 1.42565 -4.01626 1.28764
H -0.66689 6.61180 -1.57652
H -0.12858 -2.81051 3.95857
C 2.09253 -0.75272 0.48940
Si 3.54991 0.47299 0.35464
C -1.46010 5.32280 -0.04948
C -5.37789 2.08010 -1.73757
H 3.71839 2.39288 1.94302
H 3.04500 -3.62954 1.89533
H 0.55080 -0.83501 -2.73860
H 1.13533 0.14027 -4.91702
C -0.28694 1.74986 -4.76916
H 5.02325 -1.22039 1.53450
*
```

Properties
Energy above the lowest of the compared OMol25 structures with the same formula, charge and spin (eV): 0.634
Kohn-Sham gap (spin up / spin down) (hartree): 0.21011 / 0.21338
F_max (Eh/bohr): 0.0315
Highest occupied orbital energy (spin up / spin down) (eV): -6.654 / -6.862
Electronic energy (eV): -83019.936

Electronic structure analysis, Löwdin charges in units of e: 0.05, 0.05, 0.03, 0.05, 0.10, -0.01, -0.14, 1.01, 0.10, -0.02, -0.42, -0.04, 0.04, -0.14, -0.09, -0.15, 0.11, 0.10, -0.12, -0.17, -0.04, -0.52, 0.09, -0.08, 0.10, -0.12, 0.13, -0.12, 0.03, 0.04, -0.46, 0.13, 0.01, 0.10, 0.10, -0.18, -0.13, 0.10, 0.12, -0.13, -0.09, 0.09, 0.10, 0.01, -0.01, 0.09, -0.09, 0.01, 0.53, -0.15, -0.20, 0.03, 0.05, 0.04, -0.09, -0.16, -0.22, -0.20, -0.08, 0.01, -0.17, -0.01, 0.06, 0.09, 0.01, -0.09, 0.11, -0.09, 0.11, 0.95, -0.02, -0.30, -0.44, 0.02, 0.09, -0.09, 0.00, 0.11, 0.00, -0.12, 0.10, 0.09, -0.10, -0.01, 0.06, 0.05, 0.01, 0.10, 0.13, -0.30, 0.47, -0.09, -0.04, 0.04, 0.05, 0.04, 0.10, -0.11, 0.02

***

Record 2
Entry from the Open Molecules 2025 dataset: a 2-piece molecular cluster, C43H46NOSi overall at a distorted geometry (ωB97M-V/def2-TZVPD).

```
! RIJCOSX wB97M-V def2-TZVPD def2/J DEFGRID3
* xyz 1 1
C -0.15837 5.32668 -1.28001
H 1.48991 2.33375 0.42451
C 4.53628 1.75610 -4.98852
H 1.85992 -4.86449 -3.25265
C -3.20428 -1.44125 -1.22485
H 2.37350 -0.78106 1.09408
C -1.76450 5.81324 0.49597
H 3.05344 -4.78415 1.78347
H -1.61456 2.95926 -1.40779
C -4.63439 2.66106 2.45544
H 0.85171 7.03459 -2.12304
C -0.82084 -1.51814 -1.55638
C 3.38408 1.95868 -4.22487
H -1.00901 1.20898 1.61639
C -0.60977 7.61174 -0.62291
C 1.29658 -0.69149 0.85115
O 0.68950 -2.79523 1.59451
C 0.67996 1.59261 0.35382
C 3.17542 1.22624 -3.02542
C -5.02766 0.46394 1.48328
C 0.10453 6.68661 -1.40409
H -0.06611 2.02609 -0.31880
H -4.11446 3.62092 2.44105
H -0.16899 -0.76665 2.52073
H -2.04359 7.87853 1.00366
H -7.04081 0.97384 4.18741
C 1.31433 -3.60873 -1.58855
H -0.99774 -4.99148 0.60163
C -4.29182 1.67946 1.48758
H 2.85922 -4.00429 3.37109
C -1.67177 3.53075 -0.47072
H -1.59562 -2.14432 1.70175
C -5.96882 0.19371 2.47167
H 0.59354 -5.71676 0.28268
Si 0.66836 -4.29799 2.28431
H 1.30631 2.14375 -2.29428
C 0.77544 -2.08186 0.37813
H 5.09476 -3.49183 -0.72282
C -6.27688 1.17090 3.43291
H 1.38763 -0.01205 2.88532
H 4.64982 2.26851 -5.94598
H -2.22133 3.45896 1.60816
C 0.61082 -0.10982 2.11776
C 2.42632 -4.74249 2.68194
C 4.23610 0.39387 -2.57689
H -3.86703 -2.02883 0.77141
H 2.61390 2.66091 -4.55048
H -2.22086 -0.94271 -3.09715
H -3.06843 1.16542 -0.23370
C 5.54097 0.87837 -4.55323
C -2.09482 -1.25368 -2.05623
C -5.62599 2.41176 3.39792
C -1.51691 7.17252 0.35584
H 2.44805 -5.72813 3.16834
C 3.59098 -4.26678 -2.08303
H 6.17609 -0.43624 -2.95010
H -5.89190 3.19449 4.11105
C 1.97332 1.28502 -2.22437
C -2.37650 3.00134 0.61865
C 5.39353 0.22421 -3.32441
H 0.11189 -3.24826 4.46093
H 4.13433 -0.11976 -1.62005
H 0.03764 -1.46559 -2.22792
C 2.23278 -4.29488 -2.39721
H 0.40786 4.58052 -1.84816
H 0.24382 -3.70270 -1.77947
H 6.44227 0.72682 -5.15416
C 3.12731 -2.81947 -0.19204
H -1.35813 -3.82000 3.63671
C -0.63664 -1.85840 -0.20868
C 1.70879 0.23006 -1.37905
H -0.44617 8.68489 -0.75773
C 4.03677 -3.52244 -0.98972
C -1.18452 4.87859 -0.40975
C -1.74160 -1.93308 0.63985
H -4.20923 -1.29994 -1.62149
C -3.02105 -1.82156 0.10929
H -6.47166 -0.77403 2.48836
C -0.11968 -5.45069 1.07090
C 0.07873 1.25332 1.72044
H 4.30233 -4.83247 -2.68525
H -4.82581 -0.25600 0.69080
H -0.43463 -6.36726 1.58597
N 1.12967 0.32639 -0.16246
H -2.45322 5.45018 1.26417
C -0.30918 -4.06194 3.85233
C 1.76981 -2.80893 -0.53695
H 0.29137 2.03710 2.45695
H 2.02032 -0.78544 -1.65990
C -3.22484 1.90134 0.55316
H 3.45607 -2.30760 0.71834
H -0.28595 -4.98511 4.44948
*
```

Properties
Energy above the lowest of the compared OMol25 structures with the same formula, charge and spin (eV): 0.240
Kohn-Sham gap (hartree): 0.12577
F_max (Eh/bohr): 0.0291
Highest occupied orbital energy (eV): -8.889
Electronic energy (eV): -56746.246

Electronic structure analysis, Löwdin charges in units of e: 0.00, 0.14, -0.09, 0.11, -0.10, 0.14, 0.00, 0.03, 0.15, 0.00, 0.12, -0.04, -0.05, 0.08, -0.03, -0.17, -0.18, -0.13, -0.24, 0.00, -0.05, 0.08, 0.11, 0.11, 0.12, 0.12, -0.04, 0.04, -0.19, 0.04, 0.04, 0.11, -0.04, 0.04, 0.38, 0.08, -0.33, 0.11, -0.03, 0.12, 0.10, 0.12, -0.08, -0.15, -0.05, 0.10, 0.10, 0.11, 0.13, -0.09, -0.06, -0.05, -0.05, 0.04, -0.07, 0.10, 0.12, -0.05, -0.11, -0.09, 0.04, 0.10, 0.11, -0.05, 0.12, 0.12, 0.10, -0.05, 0.03, -0.12, -0.11, 0.12, -0.07, -0.21, -0.02, 0.11, -0.10, 0.12, -0.14, -0.13, 0.11, 0.08, 0.04, -0.07, 0.11, -0.15, -0.17, 0.12, 0.12, 0.07, 0.12, 0.04

***

Record 3
Entry from the Open Molecules 2025 dataset: C43H48BrN4O2Ru as an isolated structure at a distorted geometry (ωB97M-V/def2-TZVPD).

```
! RIJCOSX wB97M-V def2-TZVPD def2/J DEFGRID3
* xyz 0 2
H -4.40343 5.05425 -1.57181
H -4.27887 -2.85364 -1.73885
H -3.70501 4.16806 1.27216
C 2.44960 -1.45094 -1.74270
C 2.48176 3.50700 1.13684
H -2.93128 5.51034 -0.71898
H -5.15037 3.70855 0.37027
C 4.05869 3.31856 3.03556
H -1.39248 -5.50072 -2.39665
C -0.70983 -2.96091 -3.15480
H 0.75252 -0.74377 4.21372
C -0.38902 -5.39976 -2.80146
H -3.81545 -2.06512 -4.08215
H -5.42575 -0.37411 -0.47270
C 0.24770 5.04153 3.34523
H 4.57879 3.86434 1.01027
N 2.13133 -0.23043 -1.21905
C 3.86436 -1.71472 -1.55214
H -5.99548 0.97761 0.50344
H -2.82200 -4.11085 3.70154
Br -2.23062 -3.10195 1.00008
C 0.81924 5.31773 1.95268
H -0.10392 -6.33468 -3.27915
H -3.02809 -3.60899 -4.42522
C -3.24250 -2.88278 -3.63923
H 4.73885 -5.02747 -1.28996
H -1.46797 4.22894 1.01077
C 2.32517 2.29901 0.40499
H 4.10732 2.24280 2.88347
C -0.51037 -2.16318 5.21997
C 4.37311 -0.64848 -0.87979
C 4.56151 -2.96748 -1.96013
H -3.52143 -4.38627 -2.11448
H 6.79615 -0.64711 1.54924
H 4.66732 -3.83588 0.01765
C -2.04710 -3.36729 3.82236
H 6.05858 0.58148 -0.46719
C -4.07295 -3.55440 -2.54312
C -3.36021 2.81633 -0.33319
C 3.75574 4.02392 1.71049
H 1.68486 5.97608 2.04322
H -3.82480 -0.56166 -2.41361
C 1.55985 -2.31646 -2.33401
H 0.28990 -5.19877 -1.97659
C 0.17802 -2.10529 -2.44888
H -5.01310 -3.92000 -2.94968
C 5.75023 -0.45861 -0.34212
H -4.50496 6.05375 -0.11955
C -3.86038 1.79890 -1.08178
O 0.98111 -0.75159 1.32024
H 3.26466 3.52416 3.75021
C -1.80197 -1.16683 -2.34208
H -1.91412 -3.61472 5.93829
C -0.58593 -1.70214 2.86045
N 1.00294 2.08880 0.11191
H -5.32550 1.14817 -2.47649
H 4.23021 -3.27069 -2.95529
C 0.31983 3.16222 0.61889
Ru 0.22819 0.45326 -0.76614
H 4.35743 1.72988 0.38948
C 3.27351 0.27319 -0.66324
C -0.34648 -4.24824 -3.80899
C -1.96198 -2.36556 -3.08624
H 3.66794 5.09763 1.88832
C 3.37766 1.44498 0.04295
H 3.20430 -4.24938 -0.86843
C 5.80584 -0.83851 1.14050
C -0.20776 -0.87892 1.65821
C 1.21367 4.05281 1.27122
H -6.98827 0.37842 -0.83085
H -1.05142 -4.45208 -4.61689
H -0.08744 -1.98113 6.19563
C 4.27712 -4.09580 -0.96424
H -0.07201 5.96623 3.82213
H 1.00311 4.57088 3.96938
C -1.52723 -3.09201 5.07565
C -1.06170 3.37623 0.49173
H -0.60210 4.36657 3.27602
H 0.07081 5.83584 1.34900
C -2.73833 0.94191 -1.42852
C -5.96696 0.56835 -0.50416
C -1.57187 -2.67301 2.72422
O -1.17017 -0.36564 1.04520
C -5.28228 1.54819 -1.46144
C -0.03936 -1.46999 4.11655
H 5.00459 3.66056 3.45092
H -5.82639 2.49389 -1.44844
H 6.45379 -1.08622 -0.89205
C -1.92788 2.59645 -0.23468
N -1.57792 1.48514 -0.94477
H 0.65224 -4.18031 -4.24748
C -4.09464 3.96650 0.27180
N -0.50015 -1.02702 -1.93649
C -2.84455 -0.25796 -2.08193
H 5.63751 -2.78879 -2.00097
C -3.97325 5.22788 -0.58799
H 5.07092 -0.27250 1.70687
H 5.57995 -1.89476 1.26060
H 1.94709 -3.23176 -2.75358
*
```

Properties
Energy above the lowest of the compared OMol25 structures with the same formula, charge and spin (eV): 1.821
Kohn-Sham gap (spin up / spin down) (hartree): 0.18524 / 0.15729
F_max (Eh/bohr): 0.0461
Highest occupied orbital energy (spin up / spin down) (eV): -5.832 / -6.927
Electronic energy (eV): -128051.191

Electronic structure analysis, Löwdin charges in units of e: 0.08, 0.06, 0.11, -0.20, -0.13, 0.07, 0.11, -0.07, 0.07, -0.13, 0.12, -0.07, 0.11, 0.07, -0.08, 0.11, -0.01, -0.12, 0.08, 0.10, 0.82, -0.19, 0.07, 0.10, -0.18, 0.07, 0.10, -0.19, 0.07, -0.09, -0.12, -0.18, 0.06, 0.07, 0.07, -0.13, 0.11, -0.08, -0.12, -0.19, 0.10, 0.10, 0.07, 0.07, -0.19, 0.07, -0.18, 0.07, -0.12, -0.02, 0.07, -0.20, 0.10, -0.17, -0.02, 0.11, 0.11, -0.19, 1.32, 0.10, -0.21, -0.19, -0.13, 0.10, 0.06, 0.07, -0.07, -0.70, -0.13, 0.07, 0.10, 0.10, -0.07, 0.07, 0.07, -0.09, 0.07, 0.07, 0.11, -0.20, -0.08, -0.59, -0.09, -0.19, -0.02, 0.07, 0.11, 0.10, -0.20, 0.00, 0.11, -0.19, -0.01, 0.07, 0.10, -0.08, 0.07, 0.07, 0.10